A structure of composition C23H38B2CsF8MgN2NaO9PS2Si at a distorted geometry. Source: the OMol25 dataset; level of theory: ωB97M-V/def2-TZVPD.

The value obtained for the electronic energy is -118217.7762 eV. The frontier orbital gap comes out at 0.105 hartree.

ORCA input file:
```
! RIJCOSX wB97M-V def2-TZVPD def2/J DEFGRID3
* xyz -1 1
H 7.2924 4.4505 -3.9936
H 2.4166 -2.8387 8.2682
C 4.0682 2.5052 -4.4950
H -2.6684 2.3304 -0.4956
H 2.1727 0.4893 3.6716
H 6.7915 2.3657 -2.7301
C -4.0274 -4.3423 -3.2420
F 4.7735 -4.5534 3.1162
H 3.0310 -0.4374 4.8969
C 4.9141 -5.6908 8.9798
Mg 4.0394 5.3410 -2.8099
Si -1.8219 -1.0582 -1.6930
F -0.2510 6.2977 -5.7900
H -5.2841 0.4104 0.3849
C -3.6884 -2.8646 -2.9736
C 6.3665 3.9174 -4.1610
C 3.0956 -4.2878 9.6940
O -1.9383 5.2517 -1.4895
H 4.0612 -3.5230 6.5337
H -5.0096 -4.6079 -2.8503
C 2.8164 -1.4336 3.0416
O 0.0514 4.3804 -2.6146
F -0.7054 5.4485 -7.8821
C 3.9926 -5.3150 9.9487
H 5.6118 5.2811 -5.6436
C -6.8504 4.6742 0.3804
H -3.9955 -4.5797 -4.3059
N 4.9606 2.0589 -3.6070
H -5.1025 2.2697 -2.1922
H 1.2353 -0.5152 0.3062
F 2.6553 -5.3205 3.5345
H 5.6133 -6.4919 9.1809
H 3.9736 -5.8239 10.9038
H -6.0309 5.0494 -0.2269
O -1.1449 -0.4938 1.3114
S -0.8584 -1.5222 0.3103
H -2.2663 1.9996 -2.1629
H -6.9033 5.2585 1.3036
H -3.3081 -4.9992 -2.7480
H -3.8860 3.4191 -2.8222
S -1.1289 5.2568 -2.7106
C 6.0865 2.7554 -3.4556
H 1.2792 -1.9540 -0.8119
Cs 2.3570 -1.7472 -2.1635
C -3.0798 1.9613 -1.4366
H 5.6554 -5.3343 6.9957
O 0.7173 -0.2648 -2.7137
C 4.0390 -4.0206 7.4966
B -0.9362 6.5303 -7.0025
H 3.1604 1.9207 -4.5931
C 3.1190 -3.6419 8.4651
C -4.2273 2.8709 -1.9482
H -3.9204 -2.2802 -3.8634
O -0.6215 6.6131 -2.9199
H -1.6154 -2.6927 -3.4955
H 3.4956 3.9726 -5.9635
H -5.2631 -1.6155 1.4357
C 4.9400 -5.0435 7.7531
C 2.3303 -0.5131 4.0651
H -7.3042 2.9591 1.1871
P -3.6124 0.2109 -1.3313
H -3.6780 0.5578 1.0744
B 3.8344 -5.5399 2.7450
F 4.3300 -6.8115 3.0193
H -1.8887 -3.5224 -1.9664
C -0.5659 -0.1400 -2.8375
Na 1.0205 -2.7667 4.5993
H -7.7842 4.7958 -0.1752
N 3.1223 -2.2201 2.2645
F -2.3125 6.6643 -6.7617
C 0.9151 -1.5560 0.1880
H -4.4023 -2.2024 0.0238
O -1.0833 0.5434 -3.7164
C -4.2810 -0.0187 0.3709
C -4.3563 -1.4803 0.8402
O -1.2692 -2.8786 0.6790
O -1.9420 4.7491 -3.8100
H 1.3079 -2.1319 1.0154
F 3.4993 -5.4086 1.3933
H -4.4562 3.5877 -1.1626
H 2.3803 -3.9916 10.4506
C 5.4275 4.3773 -5.0761
C 4.2536 3.6552 -5.2592
C -2.2128 -2.6757 -2.5786
H -4.3340 -2.4938 -2.1779
H 1.3673 -0.8333 4.4683
F -0.4407 7.7191 -7.5911
O -6.5846 3.3029 0.6510
H -3.5291 -1.7239 1.5028
*
```


The molecule C2H8OP2 at a distorted geometry. Source: the OMol25 dataset; level of theory: ωB97M-V/def2-TZVPD.

As for the SMILES: CCO[PH]#[PH2]. The value obtained for the electronic energy is -22826.4449 eV. The frontier orbital gap comes out at 0.349 hartree.

ORCA input file:
```
! RIJCOSX wB97M-V def2-TZVPD def2/J DEFGRID3
* xyz 0 1
H 1.9616 -1.7134 1.4488
P -1.5791 2.3011 -1.1198
C 0.0871 -1.1241 0.8803
H -1.5750 2.4905 -2.5468
H 1.5221 -0.1398 2.0140
H 2.0981 -0.5303 0.3167
O -0.6401 -0.0416 0.2936
H -2.7316 1.5616 -0.9048
H 0.5958 0.8797 -2.0423
C 1.5361 -0.8069 1.2121
H -0.4341 -1.1434 1.7771
P -0.7507 0.3507 -1.6426
H -0.0903 -2.0840 0.3137
*
```


A structure of composition C12H17CuF3N2O4 at a distorted geometry. Source: the OMol25 dataset; level of theory: ωB97M-V/def2-TZVPD.

The value obtained for the electronic energy is -76681.8089 eV. The frontier orbital gap comes out at 0.224 hartree.

ORCA input file:
```
! RIJCOSX wB97M-V def2-TZVPD def2/J DEFGRID3
* xyz -1 1
C 2.1069 2.2158 1.8322
F 0.5367 1.7138 -3.7084
H -2.6963 -1.2912 -1.8318
H -4.8054 -0.3579 -3.8226
C -0.6535 -2.4567 1.7125
O -0.5930 -0.5114 -2.4832
C 3.6462 0.7257 2.3912
C -1.5195 -1.5795 1.0757
C 3.2506 1.3234 3.5725
F -0.0508 2.3984 -1.7373
O 2.0600 -2.8861 -0.6039
N 0.2061 -1.7171 2.4410
H -1.4817 0.6246 0.9071
C -3.2961 -0.4573 -2.1958
Cu 1.1295 -0.9939 -0.1602
H -4.4621 -1.9677 -3.2645
H 1.8797 1.1157 -1.1958
H -3.2913 -1.1237 -4.2447
C 0.0169 -0.3772 2.2065
H 2.9595 0.9858 0.3334
O -2.4943 0.6605 -2.5453
C -1.0216 -0.2678 1.2990
C -0.4999 1.8654 -2.8775
H 3.6565 1.1265 4.5498
H 0.5832 0.3303 2.7899
H -2.3941 -1.8438 0.5043
H 0.8611 -2.0820 3.1059
H -0.6528 -3.5307 1.7896
F -1.3514 2.7339 -3.4597
C 2.2658 2.2685 3.2094
H 4.3715 -0.0519 2.2054
H 1.7572 2.8930 3.9304
C -4.0055 -0.9902 -3.4293
H 2.2516 -3.2257 0.2749
C -1.1878 0.5109 -2.6047
O 2.5548 0.4410 -1.0614
N 2.9458 1.2374 1.3611
H 1.4307 2.7182 1.1628
H -4.0133 -0.1771 -1.4284
*
```